No. 1
Below is a cluster of 2 separate species, C5H16N4 in total in a non-equilibrium geometry, with properties calculated with ωB97M-V/def2-TZVPD.

Geometry as ORCA input:
```
! wB97M-V def2-TZVPD RIJCOSX def2/J DEFGRID3
* xyz 0 1
C 1.9820 0.2017 0.9746
C 1.3077 -1.1378 0.1027
N -0.0061 -1.0184 -0.3662
C -0.1899 -0.2311 -1.5850
C -1.6755 0.0696 -1.7600
N 0.2811 -0.9130 -2.7819
H 1.6126 0.3644 1.9839
H 1.9598 1.0696 0.3151
H 3.0230 -0.0852 1.1036
H 1.3819 -1.9657 0.8095
H 2.0396 -1.2758 -0.7001
H -0.6873 -0.7302 0.5479
H 0.3712 0.7216 -1.5437
H -2.0533 0.6827 -0.9414
H -2.2315 -0.8668 -1.7609
H -1.8417 0.5889 -2.7007
H -0.1905 -1.8085 -2.8600
H 1.2749 -1.0972 -2.7176
H -1.5315 -0.9012 2.6163
N -1.3240 -0.2250 1.8867
C -0.9443 0.9264 2.3118
N -0.7630 1.9520 1.4517
H -0.8913 1.2109 3.3661
H -0.2544 2.7603 1.7601
H -0.6494 1.7077 0.4876
*
```

energy above the lowest of the compared OMol25 structures with the same formula, charge and spin = 157.4 kJ/mol
E_HOMO = -7.599 eV
SMILES string = CCN[C@H](C)N.[H]/N=C/N

***

No. 2
Below is a cluster of 3 separate species, C5H16NO2 in total in a non-equilibrium geometry, with properties calculated with ωB97M-V/def2-TZVPD.

Geometry as ORCA input:
```
! wB97M-V def2-TZVPD RIJCOSX def2/J DEFGRID3
* xyz 2 2
C -0.3705 -1.1404 0.7845
C 0.0176 0.2815 0.9376
C 1.4468 0.5594 0.5195
C 2.2915 1.0155 1.3925
C 3.6406 1.3772 1.0877
N -0.1161 -1.7176 -0.6120
H -1.4976 -1.2116 1.0491
H 0.2865 -1.6813 1.5522
H -0.2645 0.6352 2.0069
H -0.7440 0.8746 0.3510
H 1.5715 0.5771 -0.5189
H 1.9569 0.8913 2.4410
H 3.9462 1.2091 0.0336
H 4.4378 0.7739 1.6647
H 4.0260 2.2653 1.0880
H 0.8274 -1.4264 -1.0553
H -0.9070 -1.5944 -1.2686
H -0.2296 -2.7553 -0.4720
H -3.7292 0.6395 -0.3323
H -3.8736 1.3481 -1.7001
O -3.2546 1.0325 -1.0567
H -2.5114 -0.2405 -1.4819
H -1.6531 -0.6523 -2.7405
O -2.1186 -1.0561 -2.0263
*
```

energy above the lowest of the compared OMol25 structures with the same formula, charge and spin = 202.4 kJ/mol
E_HOMO (spin up / spin down) = -18.667 / -18.667 eV
<S²> = 0.75

***

No. 3
Below is a cluster of 2 separate species, C5H16NS2 in total, with properties calculated with ωB97M-V/def2-TZVPD.

Geometry as ORCA input:
```
! wB97M-V def2-TZVPD RIJCOSX def2/J DEFGRID3
* xyz 1 1
C -2.3278 -0.2904 -2.0642
C -1.0036 -0.1363 -1.3254
S 0.3493 -0.1617 -2.5416
S 2.0103 0.2631 -1.3922
H -2.3447 -1.2164 -2.6325
H -2.4703 0.5402 -2.7530
H -3.1474 -0.3008 -1.3504
H -0.8519 -0.9662 -0.6324
H -0.9681 0.8155 -0.7891
H 1.9095 1.6045 -1.3669
C 0.3362 0.4041 2.6301
C -1.0315 -0.2418 2.7144
C -1.9500 0.5655 3.6194
N 1.2611 -0.4174 1.7677
H 0.3024 1.3988 2.1953
H 0.7979 0.4688 3.6088
H -0.9233 -1.2575 3.1003
H -1.4674 -0.3107 1.7145
H -1.5233 0.6986 4.6101
H -2.1447 1.5588 3.2117
H -2.9048 0.0641 3.7424
H 1.2155 -1.4001 2.0438
H 1.0405 -0.3455 0.7636
H 2.2348 -0.1113 1.8459
*
```

energy above the lowest of the compared OMol25 structures with the same formula, charge and spin = 43.9 kJ/mol
E_HOMO = -12.550 eV

***

No. 4
Below is a cluster of 2 separate species, C5H16NSi in total in a non-equilibrium geometry, with properties calculated with ωB97M-V/def2-TZVPD.

Geometry as ORCA input:
```
! wB97M-V def2-TZVPD RIJCOSX def2/J DEFGRID3
* xyz 1 1
C -0.0429 -2.1916 -3.2917
C -0.7966 2.7954 1.8933
C 0.2100 0.6191 2.3717
C 0.9670 -2.3843 -2.1828
C -0.5373 1.0791 0.2054
N 0.0190 1.6558 1.3757
Si 0.5020 -1.8937 -0.4043
H 0.5160 -2.2101 -4.1792
H -0.7339 -2.9508 -3.1630
H -0.5359 -1.2182 -3.3476
H -1.4438 2.9833 1.0395
H -1.4575 2.5442 2.8030
H -0.1774 3.7198 2.1471
H 0.8857 -0.0853 2.1402
H 0.3328 1.0826 3.4136
H -0.7001 0.0767 2.3871
H 1.7132 -1.5050 -2.3243
H 1.7068 -3.1980 -2.2507
H -0.3421 1.6300 -0.7853
H -1.5494 0.8922 0.2586
H 0.8695 2.1185 0.9643
H -0.7442 -2.1639 0.2659
H 1.3392 -1.3962 0.6636
*
```

energy above the lowest of the compared OMol25 structures with the same formula, charge and spin = 458.8 kJ/mol
E_HOMO = -11.507 eV

***

No. 5
Below is a cluster of 3 separate species, C5H16O2 in total in a non-equilibrium geometry, with properties calculated with ωB97M-V/def2-TZVPD.

Geometry as ORCA input:
```
! wB97M-V def2-TZVPD RIJCOSX def2/J DEFGRID3
* xyz 1 2
C -0.6124 1.2957 -1.1966
C 0.0461 0.1582 -0.4853
C 1.2377 0.4239 0.3925
C 2.0909 -0.8465 0.8080
C 0.9497 1.0379 1.8397
H -1.6542 0.9408 -1.2247
H -0.4890 2.2643 -0.6534
H -0.1917 1.4029 -2.2083
H -0.8085 -0.3758 0.0799
H 0.3209 -0.6431 -1.3372
H 1.9248 1.1025 -0.1529
H 2.7062 -1.1418 -0.0301
H 1.4119 -1.6654 0.8781
H 2.6178 -0.5110 1.6972
H 0.1591 1.8625 1.8647
H 1.7566 1.5024 2.3933
H 0.3468 0.1928 2.3422
H -1.5013 -2.1815 -1.7632
H -0.1317 -2.2677 -1.2044
O -0.6442 -2.6446 -1.9501
H -3.0030 0.4555 -0.7226
H -3.3820 -0.0049 0.7911
O -3.1505 -0.3571 -0.1578
*
```

energy above the lowest of the compared OMol25 structures with the same formula, charge and spin = 159.4 kJ/mol
E_HOMO (spin up / spin down) = -15.699 / -15.220 eV
<S²> = 0.75

***

No. 6
Below is a cluster of 3 separate species, C5H16O2S in total in a non-equilibrium geometry, with properties calculated with ωB97M-V/def2-TZVPD.

Geometry as ORCA input:
```
! wB97M-V def2-TZVPD RIJCOSX def2/J DEFGRID3
* xyz 0 1
C 2.1648 -1.4892 1.7045
C 1.6051 -0.5579 0.5767
C 0.2800 0.0313 1.0471
C -0.8646 -1.0422 1.0192
S -1.0590 -2.0451 -0.4763
C -2.0842 -0.8836 -1.3252
H 1.3515 -1.7907 2.3205
H 2.4836 -2.3771 1.1815
H 2.7796 -1.0764 2.4686
H 1.3638 -1.1307 -0.2900
H 2.3016 0.1874 0.1777
H -0.1691 0.8425 0.3094
H 0.2198 0.4959 2.0695
H -0.6216 -1.7090 1.8019
H -1.7298 -0.5217 1.4170
H -3.0962 -1.2461 -1.6969
H -1.5279 -0.9225 -2.3541
H -2.2654 0.0482 -0.7958
O 0.7462 1.7436 -2.2268
H 1.3542 1.0476 -2.2231
H 0.4390 1.9014 -1.3952
O -1.0230 3.2570 -0.8440
H -1.2500 3.0695 -1.7310
H -1.3984 4.1675 -0.7352
*
```

energy above the lowest of the compared OMol25 structures with the same formula, charge and spin = 182.3 kJ/mol
E_HOMO = -8.312 eV
SMILES string = CCCCSC.O.O

***

No. 7
Below is a cluster of 2 separate species, C5H17N2O in total in a non-equilibrium geometry, with properties calculated with ωB97M-V/def2-TZVPD.

Geometry as ORCA input:
```
! wB97M-V def2-TZVPD RIJCOSX def2/J DEFGRID3
* xyz 1 1
C -1.3505 1.0274 -2.5073
C -1.6699 -0.3849 -1.9865
C -0.5341 -1.0650 -1.2469
C -0.3775 -0.8711 0.2640
C 0.9061 -0.1595 0.6611
N 0.8197 1.3212 0.4038
N -1.1776 1.9935 -1.4232
H -1.9662 1.3117 -3.3562
H -0.3458 0.8179 -2.9046
H -2.0166 -0.8937 -2.8810
H -2.5485 -0.3047 -1.3336
H -0.9108 -2.0832 -1.2857
H 0.3753 -1.1388 -1.8460
H -0.3483 -1.8175 0.8071
H -1.3380 -0.4952 0.6382
H 1.2937 -0.3146 1.6616
H 1.6715 -0.6248 0.0399
H 1.6065 1.8516 0.0229
H 0.5076 1.8409 1.2211
H -1.8968 1.7910 -0.7376
H -1.1040 2.9712 -1.6539
H 0.1140 1.4774 -0.3843
H 3.4977 -2.3553 4.9521
H 2.2431 -2.0386 5.5795
O 2.6718 -1.9172 4.7209
*
```

energy above the lowest of the compared OMol25 structures with the same formula, charge and spin = 103.6 kJ/mol
E_HOMO = -13.821 eV

***

No. 8
Below is a cluster of 2 separate species, C5H17N2O in total in a non-equilibrium geometry, with properties calculated with ωB97M-V/def2-TZVPD.

Geometry as ORCA input:
```
! wB97M-V def2-TZVPD RIJCOSX def2/J DEFGRID3
* xyz 1 1
N 1.0469 -1.0548 -1.3886
C -0.3691 -0.6601 -1.0768
C -1.2822 -1.8480 -0.9512
C -0.2805 0.2488 0.1711
N 0.9431 1.0981 0.0935
C 1.7910 1.1605 1.2891
C 0.7330 2.3943 -0.5278
H 1.5153 -0.0675 -0.9762
H 1.2711 -1.3358 -2.3309
H 1.3600 -1.7460 -0.7182
H -0.6551 -0.0338 -1.9194
H -2.3270 -1.5990 -0.6992
H -0.9192 -2.5385 -0.1872
H -1.3566 -2.4091 -1.8946
H -0.2214 -0.3683 1.0748
H -1.1980 0.8235 0.2617
H 1.6121 0.3066 1.9352
H 1.5847 2.0644 1.8534
H 2.8326 1.2237 0.9821
H 1.7079 2.8847 -0.6831
H 0.2668 2.2558 -1.4914
H 0.1294 3.0453 0.0962
H -3.1877 -0.6476 2.3339
H -2.5650 -1.9963 2.6410
O -2.4322 -1.2012 2.1126
*
```

energy above the lowest of the compared OMol25 structures with the same formula, charge and spin = 81.9 kJ/mol
E_HOMO = -13.226 eV

***

No. 9
Below is a cluster of 2 separate species, C5H17N2O in total in a non-equilibrium geometry, with properties calculated with ωB97M-V/def2-TZVPD.

Geometry as ORCA input:
```
! wB97M-V def2-TZVPD RIJCOSX def2/J DEFGRID3
* xyz 1 1
C -2.2682 0.2125 1.0860
C -1.6250 -0.4153 -0.1680
C -0.3154 -1.1423 0.0668
C 0.4911 -1.3549 -1.2155
C 1.0565 -0.1098 -1.8608
N 2.3068 0.3755 -1.1597
N -1.2864 0.8440 2.0268
H -2.9072 1.0222 0.7444
H -2.8611 -0.5454 1.5962
H -2.3827 -1.0619 -0.6164
H -1.4417 0.4100 -0.8621
H -0.4122 -2.0937 0.6096
H 0.2691 -0.6243 0.8221
H 1.2869 -2.0859 -1.0539
H -0.1955 -1.8043 -1.9290
H 1.3411 -0.3369 -2.8790
H 0.4182 0.7524 -1.8759
H 2.7716 1.1284 -1.6637
H 2.0777 0.6824 -0.1870
H 3.0070 -0.3658 -1.0718
H -1.0930 0.1891 2.7735
H -1.7691 1.6313 2.4372
H 0.4377 1.2295 1.3666
H 1.7315 1.9738 1.8771
O 1.3622 1.4896 1.1366
*
```

energy above the lowest of the compared OMol25 structures with the same formula, charge and spin = 0.0 kJ/mol
E_HOMO = -13.432 eV

***

No. 10
Below is a cluster of 2 separate species, C5H17N2O in total in a non-equilibrium geometry, with properties calculated with ωB97M-V/def2-TZVPD.

Geometry as ORCA input:
```
! wB97M-V def2-TZVPD RIJCOSX def2/J DEFGRID3
* xyz 1 1
C 0.4340 -0.4835 1.8242
N 1.4958 -0.6627 0.8111
C 1.6337 -2.1192 0.3638
C 2.3086 -2.0535 -0.9798
C -0.8456 0.0386 1.0455
N -0.5330 0.8600 -0.1612
C -0.7207 2.2669 0.2419
H 0.1017 -1.2672 2.5238
H 0.7448 0.2969 2.5447
H 2.3278 -0.1975 1.2315
H 2.2889 -2.6651 1.0130
H 0.6070 -2.4592 0.3255
H 2.7116 -2.9679 -1.3774
H 3.0717 -1.3328 -1.1522
H 1.6910 -1.8139 -1.8689
H -1.4547 0.5960 1.7551
H -1.3753 -0.9257 0.8152
H -1.1820 0.4658 -0.8542
H 0.4004 0.5812 -0.5012
H -0.3208 2.5302 1.2213
H -1.7554 2.6099 0.3894
H -0.1833 2.8758 -0.4576
H -3.9312 1.8161 -2.8807
H -3.0414 1.9682 -1.6707
O -3.0593 1.5709 -2.5474
*
```

energy above the lowest of the compared OMol25 structures with the same formula, charge and spin = 199.0 kJ/mol
E_HOMO = -13.521 eV

***

No. 11
Below is a cluster of 3 separate species, C5H17N3O2 in total in a non-equilibrium geometry, with properties calculated with ωB97M-V/def2-TZVPD.

Geometry as ORCA input:
```
! wB97M-V def2-TZVPD RIJCOSX def2/J DEFGRID3
* xyz 1 2
C 1.7447 -1.7749 -0.9338
C 1.0246 -0.5601 -0.4144
C 1.2416 0.6680 -1.3046
C 0.9375 1.9942 -0.6073
N -0.4879 2.0003 -0.2800
C -0.9546 2.3840 0.9370
N -2.0302 1.8557 1.3636
N 1.5346 -2.9123 -0.0364
H 2.8146 -1.5837 -0.9236
H 1.5112 -2.0138 -1.9708
H -0.0342 -0.7396 -0.2450
H 1.4472 -0.2883 0.5617
H 2.2890 0.6919 -1.6287
H 0.6626 0.5665 -2.2224
H 1.4913 2.0828 0.3307
H 1.1087 2.7595 -1.3744
H -1.0644 1.4619 -0.9362
H -0.3104 3.1398 1.3859
H -2.6948 2.2492 2.0232
H 1.7178 -3.7736 -0.5623
H 0.5525 -3.0151 0.2014
H -1.7996 -1.1680 2.1829
H -0.7243 -1.7192 3.0257
O -1.5330 -2.0127 2.5795
H -3.5745 -0.1320 -0.5865
H -2.2462 0.0868 0.1289
O -2.6239 -0.2470 -0.6940
*
```

E_HOMO (spin up / spin down) = -12.180 / -12.179 eV
<S²> = 0.79

***

No. 12
Below is a cluster of 2 separate species, C5H17N3Si in total in a non-equilibrium geometry, with properties calculated with ωB97M-V/def2-TZVPD.

Geometry as ORCA input:
```
! wB97M-V def2-TZVPD RIJCOSX def2/J DEFGRID3
* xyz 2 1
C -1.5337 0.9042 -0.8516
C -2.3131 2.1642 -2.8868
C -1.9795 -1.1215 -2.4032
C 3.1002 -2.0408 1.8987
C 1.5734 0.0766 1.8079
N -1.6293 2.0278 -1.5489
N -1.7557 -0.4242 -1.1545
N 2.9404 -0.6103 1.8537
Si 0.7480 0.3448 3.3952
H -3.3222 2.1219 -2.5027
H -2.0214 3.1464 -3.2461
H -1.9104 1.4045 -3.4960
H -2.2305 -2.1870 -2.2058
H -1.0455 -0.9898 -2.9229
H -2.6728 -0.5081 -2.9996
H 4.0819 -2.3150 2.4023
H 2.2011 -2.4405 2.4818
H 3.1369 -2.6250 1.0222
H 1.2962 0.2235 0.7393
H -1.5740 2.9154 -1.1247
H -1.3702 -1.1055 -0.4700
H 3.1950 -0.4183 2.8121
H 3.4029 -0.1495 1.0373
H -0.3603 1.1417 3.6484
H -1.0815 0.9848 0.1295
H 1.1240 -0.5206 4.5845
*
```

energy above the lowest of the compared OMol25 structures with the same formula, charge and spin = 0.0 kJ/mol
E_HOMO = -16.217 eV